Entry 1:
C36H56ClN5O12S7 as an isolated structure at a distorted geometry. Source: the OMol25 dataset; level of theory: ωB97M-V with the def2-TZVPD basis set.

Calculated values
Strongest force on any atom: 2.44 eV/Å
HOMO: -8.812 eV

```
! RIJCOSX wB97M-V def2-TZVPD def2/J DEFGRID3
* xyz 0 1
N 3.61046 -5.11676 4.04198
C 3.42824 -4.62389 3.00422
O 2.80153 -4.03270 1.98108
C 3.07325 -2.65643 1.91636
C 3.35387 -2.10190 0.69182
C 3.60302 -0.65129 0.55179
Cl 3.95523 -0.07496 -1.08974
C 3.56726 0.25892 1.59631
C 3.78422 1.77074 1.41888
C 2.60218 2.61162 2.01838
C 1.21869 2.24859 1.36512
C 0.00607 2.40144 2.36932
C -0.80508 1.06602 2.51709
C -2.37223 1.27572 2.51543
C -3.06384 1.02242 3.88819
S -3.83333 -0.63597 4.05554
C -3.49622 -1.49620 2.54726
N -3.81824 -1.23861 1.29051
N -3.24522 -2.25805 0.59914
C -2.65109 -3.09956 1.37845
O -2.78785 -2.64549 2.65851
C 3.30260 -0.28643 2.92478
N 3.23043 0.32386 4.08976
S 2.88209 -0.76907 5.27194
N 2.78826 -2.06914 4.30271
C 3.04982 -1.75159 3.04795
H 3.39207 -2.72578 -0.21334
H 4.74845 2.13721 1.81411
H 3.73311 1.95219 0.32495
H 2.85275 3.66961 1.83387
H 2.49700 2.48141 3.11062
H 1.06229 2.96494 0.53717
H 1.22558 1.21205 0.97779
H -0.61212 3.22990 1.95630
H 0.33348 2.76334 3.36813
H -0.52310 0.39861 1.67842
H -0.50659 0.64630 3.50253
H -2.82589 0.73589 1.67033
H -2.51262 2.35736 2.30018
H -3.86440 1.77073 3.99405
H -2.34354 1.22015 4.70741
H -2.12457 -4.01396 1.10645
C 0.05125 -5.39666 -2.53548
C -1.45300 -5.08780 -2.56522
C -1.61403 -3.59859 -2.24552
S -0.10642 -2.79774 -2.79394
O 0.58303 -2.27769 -1.63844
O -0.39230 -1.97233 -3.94414
C 0.72311 -4.28431 -3.32923
H 0.27209 -6.37717 -2.95742
H 0.40918 -5.38369 -1.50121
H -1.85062 -5.29660 -3.56137
H -2.00658 -5.70603 -1.85736
H -2.46326 -3.16358 -2.76765
H -1.70862 -3.42292 -1.17680
H 1.78548 -4.20079 -3.13566
H 0.54269 -4.40044 -4.39889
C -8.37496 1.14489 2.00907
C -8.78160 1.60626 3.41345
C -7.56670 2.30177 4.03711
S -6.61679 2.97161 2.66979
O -5.34926 2.28582 2.61205
O -6.70625 4.40968 2.68397
C -7.66430 2.33340 1.37091
H -9.23702 0.83196 1.42034
H -7.69004 0.29615 2.08336
H -9.61203 2.31277 3.33836
H -9.11664 0.77282 4.03085
H -7.86030 3.11286 4.70026
H -6.93254 1.59550 4.57257
H -7.05866 2.06095 0.50875
H -8.37221 3.11750 1.10053
C -0.93763 7.03691 -0.14653
C -0.13406 8.27815 0.25947
C 1.27125 7.80735 0.65071
S 1.57497 6.30735 -0.28699
O 1.68039 5.20137 0.63499
O 2.57939 6.56385 -1.28714
C -0.02785 6.23783 -1.07352
H -1.87322 7.30311 -0.63761
H -1.17810 6.44644 0.74152
H -0.06973 8.96341 -0.58936
H -0.60997 8.81696 1.07897
H 2.03018 8.54576 0.40072
H 1.33006 7.55912 1.70977
H -0.33625 5.20053 -1.19243
H 0.06030 6.71706 -2.04869
C 1.32678 0.44495 -5.24566
C 2.47430 1.45993 -5.31265
C 1.85135 2.85975 -5.29546
S 0.29831 2.70377 -4.40833
O -0.78331 2.97097 -5.32522
O 0.40546 3.38055 -3.13750
C 0.39909 0.93903 -4.14341
H 1.68749 -0.56142 -5.04010
H 0.79542 0.42538 -6.20094
H 3.12167 1.33438 -4.44085
H 3.09031 1.31537 -6.20084
H 2.48647 3.57971 -4.78298
H 1.62917 3.21205 -6.30202
H -0.59388 0.50093 -4.18941
H 0.83671 0.77464 -3.15792
C 5.92125 -6.35925 -0.75736
C 4.95362 -7.47813 -0.35562
C 3.54574 -7.03848 -0.77267
S 3.75901 -5.94310 -2.17763
O 3.33083 -4.61899 -1.79524
O 3.26879 -6.59147 -3.36867
C 5.54533 -5.97759 -2.18549
H 6.96056 -6.67934 -0.69006
H 5.78829 -5.50073 -0.09365
H 5.22274 -8.39791 -0.88060
H 4.99926 -7.68674 0.71309
H 2.92871 -7.88450 -1.06864
H 3.05074 -6.47666 0.01921
H 5.93211 -5.00640 -2.48797
H 5.85926 -6.74470 -2.89400
*
```

Atomic partial charges in e from the Löwdin method, atoms 1 to 8:
1 N 0.179
2 C -0.305
3 O 0.058
4 C -0.181
5 C 0.017
6 C -0.517
7 Cl 0.682
8 C -0.181

---

Entry 2:
C36H57AsBaBrCl2F4N4O4 as an isolated structure at a distorted geometry. Source: the OMol25 dataset; level of theory: ωB97M-V with the def2-TZVPD basis set.

Calculated values
Energy above the lowest of the compared OMol25 structures with the same formula, charge and spin: 29.2 kcal/mol
Strongest force on any atom: 3.55 eV/Å
HOMO: -4.429 eV

```
! RIJCOSX wB97M-V def2-TZVPD def2/J DEFGRID3
* xyz -1 1
Ba -0.61573 -1.34925 -0.43128
C -3.95618 -2.40533 2.36712
C -3.49204 -1.20469 3.18264
N -2.88618 -0.19245 2.33179
C -1.98209 0.70939 3.03634
C -2.58461 1.49672 4.19387
C -3.84498 0.50307 1.47000
C -3.21691 0.83389 0.13186
N -3.01411 -0.39474 -0.63131
C -3.70172 -0.67865 -1.73318
C -3.62728 -2.03870 -2.22583
F -2.98635 -2.96177 -1.45380
C -4.19327 -2.45876 -3.40231
F -4.01494 -3.75589 -3.75316
C -4.91811 -1.62222 -4.23141
C -5.07445 -0.33591 -3.74914
F -5.79631 0.55063 -4.47262
C -4.53547 0.12291 -2.56854
F -4.83124 1.40053 -2.22029
H -4.17869 -3.26012 3.01311
H -3.18502 -2.70393 1.65372
H -4.85567 -2.20110 1.78333
H -2.73901 -1.53037 3.90623
H -4.33035 -0.80434 3.77925
H -1.56258 1.40419 2.30418
H -1.13246 0.12014 3.39386
H -3.41089 2.14018 3.88266
H -1.82125 2.14304 4.63777
H -2.95667 0.83730 4.98329
H -4.26162 1.40300 1.95346
H -4.69023 -0.15611 1.27576
H -2.24478 1.31617 0.32990
H -3.82745 1.57498 -0.38190
H -5.33619 -1.94176 -5.17310
C 5.21510 -1.77566 5.61650
C 3.97107 -0.88880 5.76115
C 4.42856 0.52248 6.15019
C 3.10650 -1.44153 6.89170
C 3.20564 -0.85739 4.43470
C 2.00240 -1.52082 4.23492
C 1.37861 -1.44935 3.00146
Br -0.18062 -2.49010 2.72788
C 1.86321 -0.69931 1.91171
O 1.15973 -0.60822 0.80525
C 3.14314 -0.10890 2.08121
C 3.74726 -0.19180 3.33255
C 3.83666 0.58953 0.90491
C 2.99921 1.76418 0.37565
C 5.19754 1.14825 1.30820
C 4.04784 -0.42861 -0.22009
H 5.79494 -1.79873 6.54650
H 5.86812 -1.40143 4.82356
H 4.94041 -2.80200 5.35942
H 4.88757 0.51116 7.14422
H 3.58856 1.22200 6.16735
H 5.17031 0.91466 5.45096
H 3.64594 -1.36786 7.84038
H 2.85629 -2.49543 6.74057
H 2.16812 -0.88886 6.99292
H 1.54259 -2.10611 5.02158
H 4.71512 0.27964 3.46000
H 2.86555 2.52846 1.14810
H 2.01474 1.43840 0.05149
H 3.51891 2.22996 -0.47071
H 5.11625 1.89532 2.10402
H 5.65178 1.63780 0.44153
H 5.88721 0.36967 1.64734
H 3.10217 -0.85135 -0.55019
H 4.68624 -1.25277 0.11274
H 4.53788 0.05482 -1.07548
C 2.44915 -0.76108 -3.39231
N 1.33832 -1.27964 -4.17929
C 0.09505 -1.29364 -3.64075
N -0.85009 -2.04731 -4.25024
O -0.19868 -0.61007 -2.63525
H 3.18286 -0.29014 -4.04483
H 2.91286 -1.55354 -2.80644
H 2.07796 -0.00436 -2.70631
H 1.54780 -2.08255 -4.75235
H -0.57397 -2.85422 -4.78556
H -1.76597 -2.06320 -3.82152
C -2.96305 4.56262 -2.20198
C -2.46138 3.93911 -3.50345
As -1.56946 2.26101 -3.07246
C -0.76400 1.76336 -4.80249
C -0.80003 2.80810 -5.91476
C 0.02629 2.99318 -2.19789
C 0.90691 3.93785 -3.00717
H -3.49045 5.50388 -2.37618
H -2.14452 4.77995 -1.51137
H -3.64976 3.89192 -1.67983
H -1.82093 4.62147 -4.06416
H -3.29601 3.67629 -4.15620
H -1.28164 0.85378 -5.10843
H 0.26163 1.46011 -4.57815
H -1.81959 3.10584 -6.16911
H -0.34092 2.41288 -6.82624
H -0.26770 3.72223 -5.64792
H 0.59466 2.11829 -1.87413
H -0.33013 3.46720 -1.28257
H 1.29771 3.45755 -3.90619
H 1.76851 4.27646 -2.42480
H 0.36505 4.82894 -3.33325
Cl -0.12883 -5.60197 -4.06333
C -0.40183 -5.23508 -2.31519
Cl -0.06261 -6.70103 -1.33413
C 0.42077 -4.05925 -1.77844
O 1.43616 -3.69022 -2.35959
O -0.11697 -3.53239 -0.73941
H -1.45887 -5.02367 -2.21283
*
```

Atomic partial charges in e from the Löwdin method, atoms 1 to 8:
1 Ba 2.020
2 C -0.088
3 C -0.292
4 N -0.190
5 C -0.256
6 C -0.088
7 C -0.186
8 C -0.256

---

Entry 3:
A 3-piece molecular cluster, C36H57BIN4O8PS overall at a distorted geometry. Source: the OMol25 dataset; level of theory: ωB97M-V with the def2-TZVPD basis set.

Calculated values
Strongest force on any atom: 1.56 eV/Å
HOMO: -8.720 eV

```
! RIJCOSX wB97M-V def2-TZVPD def2/J DEFGRID3
* xyz 0 1
C 2.91050 2.14787 0.86461
C 1.74132 1.66242 0.00885
C 1.66282 2.35105 -1.35994
C 0.31806 2.00433 -2.05179
C 0.51613 1.93812 -3.57746
C -0.73135 2.42873 -4.35234
C -1.02959 3.87410 -3.98001
C -0.03073 4.81979 -4.19623
C -0.21455 6.14642 -3.84613
P 1.07818 7.37643 -4.15363
O 0.68750 8.47541 -5.06878
C -1.41308 6.55781 -3.25869
N -1.51523 7.93118 -2.86207
C -2.04656 8.73452 -3.61510
S -2.89216 9.76617 -4.40465
C -2.41446 5.62700 -3.04776
C -2.23336 4.28238 -3.42035
C -3.39006 3.35410 -3.17836
O -3.67139 2.49893 -3.98123
C -4.17215 3.59196 -1.92336
C -4.72030 2.54592 -1.18558
B -4.55190 1.00381 -1.55481
N -5.21095 0.40563 -2.68100
O -3.75073 0.24501 -0.72453
C -5.45908 2.88542 -0.04215
I -6.36215 1.38026 1.11850
C -5.63761 4.20479 0.31446
C -5.07957 5.24983 -0.41251
C -5.34448 6.65573 0.07170
C -6.76218 7.12422 -0.29805
C -7.05853 8.48774 0.36795
C -4.33730 4.93780 -1.54833
C -3.70902 6.00380 -2.39275
O -4.20611 7.09705 -2.52360
H 2.92032 3.23816 0.89685
H 3.86449 1.81509 0.44657
H 2.85813 1.75234 1.87946
H 1.74052 0.57684 -0.11043
H 0.81920 1.93696 0.53409
H 2.49811 2.05609 -1.99916
H 1.72407 3.42830 -1.18128
H -0.38805 2.78186 -1.74809
H -0.04798 1.05656 -1.65503
H 1.39624 2.51217 -3.86410
H 0.64144 0.88654 -3.84496
H -1.54406 1.76561 -4.08110
H -0.54288 2.40347 -5.42702
H 0.90796 4.53049 -4.65394
H 2.13209 6.62155 -4.70856
H 1.43580 7.86994 -2.88352
H -5.34240 -0.59440 -2.56105
H -6.13323 0.79191 -2.84958
H -3.96884 -0.68795 -0.81721
H -6.23401 4.44992 1.18664
H -4.62765 7.38016 -0.30036
H -5.30100 6.62932 1.16470
H -7.49167 6.39758 0.05955
H -6.83712 7.25605 -1.37681
H -7.05751 9.31373 -0.34223
H -6.31717 8.72438 1.13463
H -8.02646 8.48271 0.87128
C -1.40510 -4.94197 1.70325
O -0.09574 -4.41182 1.69494
C 0.90644 -5.32511 1.25487
C 1.45731 -4.92275 -0.09616
N 0.47313 -5.11803 -1.15466
C 0.84208 -4.53278 -2.44041
C 1.01939 -3.01942 -2.51919
O -0.17647 -2.28089 -2.34857
C -0.55141 -2.02802 -1.00625
H -2.04519 -4.22405 2.21443
H -1.79442 -5.09038 0.68966
H -1.44574 -5.89223 2.24387
H 0.53173 -6.35246 1.24012
H 1.72122 -5.27928 1.98009
H 2.34015 -5.53048 -0.31385
H 1.77700 -3.87460 -0.01916
H -0.40765 -4.71691 -0.86117
H 0.05976 -4.80804 -3.15226
H 1.76461 -5.01043 -2.78604
H 1.36480 -2.78846 -3.53058
H 1.79643 -2.65223 -1.83759
H 0.31636 -1.91890 -0.35064
H -1.21066 -2.81406 -0.62640
H -1.11544 -1.09374 -0.99450
C 4.54865 -6.04102 7.66769
O 5.68428 -5.60233 6.94845
C 6.69647 -6.58893 6.78860
C 6.79780 -7.04390 5.34769
N 5.63300 -7.82633 4.95381
C 5.54035 -8.09829 3.52215
C 5.39607 -6.91495 2.56975
O 4.16373 -6.22524 2.67707
C 4.10717 -5.23907 3.69347
H 3.93432 -5.16583 7.87295
H 3.94964 -6.75534 7.09238
H 4.83386 -6.49813 8.61963
H 6.53262 -7.43711 7.45955
H 7.64414 -6.12023 7.06835
H 7.69464 -7.65957 5.23085
H 6.92152 -6.14472 4.72934
H 4.79642 -7.33625 5.24163
H 4.67012 -8.74315 3.37686
H 6.41752 -8.68113 3.22315
H 5.41905 -7.31727 1.55346
H 6.23487 -6.21232 2.64034
H 5.07818 -4.76606 3.85800
H 3.73515 -5.65350 4.63419
H 3.39960 -4.47338 3.37268
*
```

Atomic partial charges in e from the Löwdin method, atoms 1 to 8:
1 C -0.117
2 C -0.276
3 C -0.216
4 C -0.183
5 C -0.183
6 C -0.117
7 C -0.149
8 C -0.020

---

Entry 4:
C36H58As2AuFN2O9P as an isolated structure. Source: the OMol25 dataset; level of theory: ωB97M-V with the def2-TZVPD basis set.

Calculated values
Energy above the lowest of the compared OMol25 structures with the same formula, charge and spin: 0.0 kcal/mol
Strongest force on any atom: 0.56 eV/Å
HOMO: -10.452 eV

```
! RIJCOSX wB97M-V def2-TZVPD def2/J DEFGRID3
* xyz 1 1
Au -0.48270 0.08862 -0.33172
C 3.64373 2.90572 -2.32116
C 4.03053 1.62652 -1.55225
C 5.32267 1.09496 -2.19007
C 4.35329 2.03153 -0.08925
P 2.57652 0.42546 -1.58872
N 1.44509 0.93449 -0.54820
C 1.87605 0.26816 -3.32461
C 0.98349 -0.98220 -3.41167
C 2.93398 0.17436 -4.43308
C 0.94345 1.45469 -3.60922
C 3.13575 -1.26320 -0.97233
C 3.94151 -1.03065 0.31693
C 1.97372 -2.19690 -0.59011
C 4.02050 -2.02035 -1.97535
H 4.45771 3.62133 -2.19008
H 2.73738 3.36892 -1.93832
H 3.53434 2.73495 -3.38852
H 6.04110 1.91765 -2.18876
H 5.20282 0.76899 -3.21868
H 5.76682 0.28799 -1.61253
H 4.35507 3.11776 -0.00061
H 5.34230 1.67332 0.19418
H 3.64647 1.65655 0.63882
H 1.55147 -1.90709 -3.43988
H 0.42122 -0.91813 -4.34542
H 0.25775 -1.02827 -2.59754
H 3.67660 -0.59915 -4.25855
H 3.44869 1.11737 -4.60069
H 2.41636 -0.07733 -5.36142
H 0.05696 1.42129 -2.97600
H 0.60791 1.36642 -4.64503
H 1.42038 2.42401 -3.50318
H 3.35666 -0.48289 1.05682
H 4.87392 -0.50078 0.14369
H 4.19168 -2.00530 0.73916
H 1.18897 -1.69412 -0.02350
H 2.38287 -2.98154 0.04916
H 1.51877 -2.68119 -1.44848
H 4.90655 -1.47418 -2.28135
H 3.47586 -2.31759 -2.86687
H 4.35679 -2.93779 -1.48678
C -1.11556 1.53968 5.09760
N -0.11192 0.54688 4.75701
C 0.68843 0.01418 5.84637
C -0.06481 0.04362 3.50130
C 0.92168 -1.07050 3.23939
O -0.79262 0.45789 2.60364
H -1.84426 1.12170 5.79712
H -1.62907 1.84756 4.19243
H -0.64290 2.40716 5.56131
H 0.69617 0.74250 6.65464
H 1.71819 -0.15406 5.53910
H 0.28101 -0.92259 6.23653
H 0.74526 -1.91770 3.90298
H 1.94967 -0.73810 3.39482
H 0.79510 -1.39165 2.20911
F 0.25343 5.76527 1.92327
C 0.57260 4.61212 1.30201
C 0.32395 4.48474 -0.04828
C 0.63128 3.28655 -0.67806
C 1.20120 2.22953 0.02801
C 1.41986 2.39417 1.39558
C 1.11376 3.57940 2.04166
H -0.11570 5.30503 -0.59859
H 0.39046 3.17009 -1.72389
H 1.81264 1.56158 1.96489
H 1.28572 3.70700 3.10162
C -7.70076 -0.15183 0.33376
O -6.44463 0.42098 -0.07286
C -5.47182 -0.45731 -0.31787
O -5.62496 -1.65483 -0.30178
C -4.16247 0.18594 -0.72119
C -4.01624 1.52066 -0.63736
As -4.69349 2.27953 1.06680
C -2.94482 3.11052 1.43184
C -4.17985 0.59625 2.09419
C -3.41945 -0.44566 1.75592
As -2.63844 -0.81389 -0.03460
C -2.87662 -2.66490 -0.50846
C -2.78540 -1.43279 2.68975
O -2.00193 -2.24722 2.25182
O -3.08074 -1.29042 3.96816
C -2.46759 -2.22417 4.87177
C -4.83576 0.71617 3.44263
O -5.61087 -0.06444 3.91426
O -4.53550 1.91542 3.97064
C -5.15920 2.22672 5.22803
C -2.93525 2.19360 -1.45920
O -2.00489 1.61866 -1.96959
O -3.10748 3.50457 -1.71681
C -4.37132 4.16017 -1.54961
H -8.38084 0.68738 0.43292
H -7.57973 -0.66752 1.28500
H -8.05372 -0.85294 -0.41865
H -2.74604 3.88546 0.69523
H -2.13080 2.38364 1.42967
H -3.02257 3.56999 2.41693
H -3.77466 -3.07410 -0.05607
H -1.98938 -3.20446 -0.19014
H -2.97268 -2.68117 -1.59470
H -2.51952 -1.76019 5.85192
H -1.43828 -2.42084 4.58087
H -3.03464 -3.15307 4.86605
H -4.51648 2.95869 5.70761
H -5.25604 1.33070 5.83584
H -6.14512 2.65089 5.04643
H -4.38731 4.95262 -2.29223
H -4.44462 4.60027 -0.55327
H -5.20378 3.48003 -1.72330
*
```

Atomic partial charges in e from the Löwdin method, atoms 1 to 8:
1 Au 0.711
2 C -0.074
3 C -0.556
4 C -0.076
5 C -0.065
6 P 1.057
7 N -0.252
8 C -0.592

---

Question: What is the formula in the first record?
Answer: C36H56ClN5O12S7

---

Question: Which of these has the highest strongest force on any atom?
Answer: C36H57AsBaBrCl2F4N4O4

---

Question: Which of these has the lowest strongest force on any atom?
Answer: C36H58As2AuFN2O9P

---

Question: Which value of HOMO does entry 2 give?
Answer: -4.429 eV